No. 1
ORCA calculation (ωB97M-V/def2-TZVPD) on C4H6O2 in the gas phase.

Computed properties:
SMILES: C#C[C@H](O)CO
M: 86.09 g mol⁻¹
Kohn-Sham gap: 10.85 eV
Energy above the lowest of the compared OMol25 structures with the same formula, charge and spin: 328.95 kJ/mol
LUMO energy: 0.78 eV
Highest occupied orbital energy: -10.1 eV
Energy: -8337.05181 eV
Charge: 0

Each line ends with the Mulliken charge.
Geometry (Å):
C 1.700 -0.991 -0.007  -0.156
C 1.180 0.085 0.217  -0.617
C -0.002 0.915 0.264  0.169
O -0.445 1.236 1.562  -0.541
C -1.061 0.006 -0.622  -0.418
O -0.820 -1.357 -0.728  -0.541
H 2.448 -1.737 -0.096  0.493
H 0.107 1.874 -0.253  0.318
H -0.384 0.444 2.113  0.359
H -1.979 0.188 -0.056  0.304
H -1.097 0.485 -1.614  0.264
H 0.175 -1.490 -0.572  0.366

=====

No. 2
ORCA calculation (ωB97M-V/def2-TZVPD) on 3 unconnected molecules or ions with the total composition C4H6O2.

Computed properties:
M: 86.09 g mol⁻¹
Kohn-Sham gap: 10.85 eV
Energy above the lowest of the compared OMol25 structures with the same formula, charge and spin: 231.87 kJ/mol
LUMO energy: 0.69 eV
Highest occupied orbital energy: -10.2 eV
Energy: -8338.05800 eV
Charge: 0

Each line ends with the Mulliken charge.
Geometry (Å):
O 0.439 2.813 0.963  -0.136
C 1.081 1.938 0.632  0.129
C -1.672 0.395 -0.070  -0.598
C -1.452 -0.897 0.148  -0.452
O 1.400 -1.503 -1.259  -0.410
C 1.965 -0.811 -0.451  -0.127
H -1.330 0.884 -0.980  0.308
H -2.211 1.017 0.640  0.245
H -1.805 -1.388 1.051  0.225
H -0.900 -1.508 -0.560  0.273
H 2.777 -0.117 -0.740  0.266
H 1.708 -0.822 0.625  0.278

=====

Please write out number 1 again, unchanged.
ORCA calculation (ωB97M-V/def2-TZVPD) on C4H6O2 in the gas phase.

Computed properties:
SMILES: C#C[C@H](O)CO
M: 86.09 g mol⁻¹
Kohn-Sham gap: 10.85 eV
Energy above the lowest of the compared OMol25 structures with the same formula, charge and spin: 328.95 kJ/mol
LUMO energy: 0.78 eV
Highest occupied orbital energy: -10.1 eV
Energy: -8337.05181 eV
Charge: 0

Each line ends with the Mulliken charge.
Geometry (Å):
C 1.700 -0.991 -0.007  -0.156
C 1.180 0.085 0.217  -0.617
C -0.002 0.915 0.264  0.169
O -0.445 1.236 1.562  -0.541
C -1.061 0.006 -0.622  -0.418
O -0.820 -1.357 -0.728  -0.541
H 2.448 -1.737 -0.096  0.493
H 0.107 1.874 -0.253  0.318
H -0.384 0.444 2.113  0.359
H -1.979 0.188 -0.056  0.304
H -1.097 0.485 -1.614  0.264
H 0.175 -1.490 -0.572  0.366

=====

- The lowest energy above the lowest of the compared OMol25 structures with the same formula, charge and spin belongs to which entry?
  number 2

=====

- What is the energy above the lowest of the compared OMol25 structures with the same formula, charge and spin in the first record?
  328.95 kJ/mol